Below is a cluster of 2 separate species, C3H7IN2O in total, with properties calculated with ωB97M-V/def2-TZVPD.

## Properties
E = -600.72334 Eh
molecular weight = 214.01 u
frontier orbital gap (alpha / beta) = 8.841 / 7.324 eV
spin multiplicity = 1
relative energy (zero: lowest compared OMol25 entry of this formula, charge and spin) = 87.95 kcal per mole
lowest unoccupied orbital energy (alpha / beta) = 0.4 / 0.4 eV
strongest force on any atom = 0.0555 Eh/bohr
HOMO (alpha / beta) = -8.5 / -7.0 eV

Each line ends with the Löwdin charge.
Geometry (Å):
I -3.229 -0.274 -0.057  0.74
O 1.013 -0.641 -0.119  -0.21
N -0.996 2.514 0.470  0.06
N -0.216 -0.361 -0.593  -0.17
C -0.022 2.774 -0.224  -0.21
C 1.254 -2.062 0.261  -0.05
C -1.179 0.074 0.326  -0.67
H 0.410 2.064 -0.878  0.03
H 1.031 -2.611 -0.611  0.04
H 0.389 3.731 -0.201  0.04
H -0.905 0.210 1.356  0.03
H -0.517 -0.814 -1.453  0.12
H 2.398 -2.055 0.599  0.13
H 0.570 -2.550 1.123  0.12